A molecular structure, C13H24AsBr2NRu, computed with ωB97M-V/def2-TZVPD.

The geometry in ORCA input format:
```
! wB97M-V def2-TZVPD RIJCOSX def2/J DEFGRID3
* xyz 4 5
Ru -0.493 0.651 0.166
Br -2.178 0.994 2.193
C -3.083 2.347 1.128
Br -2.191 2.368 -0.624
H -2.949 3.324 1.585
H -4.124 2.072 0.987
N 1.751 1.953 0.534
C 2.806 1.696 1.447
C 2.737 2.240 2.760
C 3.792 2.074 3.605
C 4.939 1.347 3.166
C 4.992 0.786 1.854
C 3.935 0.951 1.009
H 1.353 2.875 0.720
H 2.117 1.965 -0.419
H 1.873 2.819 3.067
H 3.785 2.501 4.601
H 5.785 1.226 3.835
H 5.881 0.254 1.540
H 3.977 0.564 -0.003
C 0.241 -1.955 0.539
C -0.398 -2.484 -0.752
As -1.766 -1.211 -1.284
C -3.553 -1.610 -0.646
C -4.038 -2.757 -1.556
C -1.606 -0.625 -3.125
C -0.247 -0.012 -3.446
H 1.074 -2.592 0.850
H -0.449 -1.936 1.384
H 0.765 -0.977 0.363
H -0.875 -3.456 -0.610
H 0.319 -2.570 -1.568
H -4.165 -0.714 -0.745
H -3.475 -1.908 0.400
H -4.166 -2.444 -2.591
H -5.021 -3.059 -1.183
H -3.398 -3.640 -1.505
H -2.450 0.038 -3.323
H -1.773 -1.557 -3.683
H -0.082 0.926 -2.904
H -0.221 0.234 -4.508
H 0.580 -0.697 -3.258
*
```

Calculated values
Kohn-Sham gap (alpha / beta): 6.1 / 6.5 eV
Relative energy (zero: lowest compared OMol25 entry of this formula, charge and spin): 0.0 kcal/mol
LUMO level (alpha / beta): -16.101 / -15.855 eV
HOMO (alpha / beta): -22.16 / -22.37 eV



A molecular structure, C13H24Cl2F6NO7S2SbTi at a distorted geometry, computed with ωB97M-V/def2-TZVPD.

The geometry in ORCA input format:
```
! wB97M-V def2-TZVPD RIJCOSX def2/J DEFGRID3
* xyz 0 3
Ti 0.787 -0.014 1.710
Cl 1.353 -1.280 4.072
C 2.374 -0.353 2.960
Cl 2.342 0.465 0.045
H 3.161 -0.976 2.551
H 2.724 0.559 3.434
F -4.112 -1.016 2.849
C -3.722 -0.332 1.785
F -4.482 -0.656 0.745
F -3.842 0.969 2.028
S -1.967 -0.707 1.386
O -1.615 0.283 0.364
O -1.165 -0.412 2.601
N -1.955 -2.165 0.970
S -0.485 -2.960 1.314
O 0.539 -1.781 0.946
O -0.367 -3.953 0.262
C -1.950 -4.492 3.472
F -2.884 -5.364 3.143
F -2.459 -3.485 4.159
F -0.972 -5.076 4.140
C -0.305 4.650 1.430
C 0.686 3.681 0.790
C 1.783 4.410 0.040
O 0.017 2.843 -0.150
C 1.290 2.840 1.929
O 2.280 3.136 2.540
O 0.529 1.776 2.226
H -0.788 5.237 0.648
H 0.206 5.324 2.118
H -1.072 4.105 1.986
H 1.342 4.996 -0.766
H 2.493 3.698 -0.380
H 2.323 5.069 0.717
H -0.731 2.417 0.291
C 1.683 1.942 -3.028
C 0.361 1.207 -3.168
Sb 0.139 -0.547 -1.954
C 1.627 -1.886 -2.728
C 2.229 -2.849 -1.715
C -1.712 -1.320 -2.734
C -1.950 -2.798 -2.464
H 1.676 2.837 -3.653
H 2.527 1.325 -3.340
H 1.846 2.254 -2.000
H 0.217 0.815 -4.180
H -0.487 1.851 -2.937
H 2.379 -1.236 -3.179
H 1.112 -2.414 -3.535
H 2.703 -2.310 -0.896
H 2.987 -3.466 -2.202
H 1.472 -3.504 -1.286
H -1.609 -1.113 -3.804
H -2.507 -0.686 -2.343
H -1.116 -3.413 -2.807
H -2.845 -3.128 -2.996
H -2.088 -2.995 -1.405
*
```

Calculated values
Kohn-Sham gap (alpha / beta): 7.9 / 7.0 eV
Relative energy (zero: lowest compared OMol25 entry of this formula, charge and spin): 56.4 kcal/mol
LUMO level (alpha / beta): -0.821 / -2.464 eV
HOMO (alpha / beta): -8.76 / -9.49 eV



A molecular structure, C13H24Cl2N3NdP at a distorted geometry, computed with ωB97M-V/def2-TZVPD.

The geometry in ORCA input format:
```
! wB97M-V def2-TZVPD RIJCOSX def2/J DEFGRID3
* xyz -1 4
Nd 0.056 0.211 -1.018
Cl 0.429 -1.926 -1.773
Cl 1.237 2.156 -0.738
C 2.756 -0.203 -2.936
H 3.201 0.356 -2.118
H 3.276 -1.105 -3.254
C -1.555 0.704 -1.701
C 1.625 0.192 -3.523
H -2.497 0.743 -1.133
C 0.948 -0.523 -4.653
H 1.127 1.097 -3.174
C -0.327 0.192 -5.136
H 1.645 -0.643 -5.492
H 0.663 -1.526 -4.306
C -1.518 0.038 -4.180
H -0.109 1.258 -5.281
H -0.604 -0.211 -6.118
C -1.655 1.161 -3.127
H -2.446 0.021 -4.764
H -1.454 -0.931 -3.665
H -0.924 1.953 -3.333
H -2.650 1.624 -3.242
C 1.130 -0.492 4.584
N 1.136 0.653 3.660
C -0.135 1.414 3.786
N -1.329 0.553 3.578
C -1.288 -0.592 4.503
N -0.039 -1.354 4.341
C 0.030 -1.976 3.013
P 0.013 -0.757 1.640
C 1.401 0.232 2.269
C -1.476 0.125 2.170
H 1.108 -0.122 5.633
H 2.074 -1.075 4.487
H -0.147 2.274 3.081
H -0.187 1.860 4.806
H -2.169 -1.254 4.346
H -1.363 -0.227 5.551
H 0.957 -2.585 2.934
H -0.825 -2.673 2.883
H 1.491 1.148 1.663
H 2.360 -0.322 2.179
H -2.380 -0.503 2.022
H -1.584 1.032 1.537
*
```

Calculated values
Kohn-Sham gap (alpha / beta): 4.9 / 5.0 eV
Relative energy (zero: lowest compared OMol25 entry of this formula, charge and spin): 122.8 kcal/mol
LUMO level (alpha / beta): 2.672 / 2.672 eV
HOMO (alpha / beta): -2.23 / -2.34 eV



A molecular structure, C13H24IrNO6 at a distorted geometry, computed with ωB97M-V/def2-TZVPD.

The geometry in ORCA input format:
```
! wB97M-V def2-TZVPD RIJCOSX def2/J DEFGRID3
* xyz 3 2
Ir 0.305 -0.113 -0.042
C 0.555 2.333 -2.096
C 0.467 3.075 -0.750
O 0.927 2.254 0.323
C 2.270 2.496 0.745
C 2.640 1.500 1.838
O 3.075 0.233 1.325
C 3.053 -1.843 0.308
C 1.190 -3.318 -0.617
O 0.109 -2.550 -0.094
C -0.443 -3.043 1.138
C -1.588 -2.128 1.545
O -1.073 -0.820 1.813
C -2.048 0.162 2.123
C -2.873 0.554 0.880
O -1.993 0.526 -0.232
C -2.406 1.252 -1.383
C -1.397 0.919 -2.490
O -0.050 1.042 -2.047
H 1.604 2.157 -2.358
H 0.096 2.945 -2.878
H -0.565 3.340 -0.507
H 1.056 3.993 -0.816
H 2.322 3.505 1.174
H 2.973 2.435 -0.095
H 1.774 1.349 2.495
H 3.490 1.872 2.418
H 3.643 -2.192 1.186
H 3.873 -1.539 -0.381
H 1.073 -4.393 -0.372
H 1.112 -3.274 -1.725
H 0.327 -3.064 1.917
H -0.829 -4.058 0.986
H -2.064 -2.524 2.452
H -2.328 -2.094 0.738
H -1.485 1.025 2.492
H -2.719 -0.190 2.915
H -3.308 1.548 1.025
H -3.692 -0.158 0.707
H -2.439 2.327 -1.167
H -3.410 0.937 -1.696
H -1.579 1.555 -3.363
H -1.510 -0.129 -2.787
N 2.442 -2.925 -0.237
C 2.311 -0.573 0.702
*
```

Calculated values
Kohn-Sham gap (alpha / beta): 4.9 / 5.0 eV
LUMO level (alpha / beta): -14.558 / -14.464 eV
HOMO (alpha / beta): -19.42 / -19.47 eV



A molecular structure, C13H24N6ReS at a distorted geometry, computed with ωB97M-V/def2-TZVPD.

The geometry in ORCA input format:
```
! wB97M-V def2-TZVPD RIJCOSX def2/J DEFGRID3
* xyz 4 2
Re 0.223 -0.282 0.715
C 2.558 -0.277 1.749
C 1.738 -0.173 2.878
C 0.788 -1.174 3.155
C 0.529 -2.175 2.222
C 1.322 -2.255 1.040
C 2.375 -1.336 0.843
H 3.342 0.455 1.576
H 1.898 0.637 3.582
H 0.206 -1.127 4.073
H -0.243 -2.914 2.407
H 1.177 -3.087 0.362
H 3.038 -1.428 -0.009
C -0.028 -2.385 -5.190
C -0.851 -2.148 -3.986
N -2.163 -2.405 -3.882
N -2.494 -2.042 -2.657
C -1.469 -1.557 -1.944
S -1.642 -1.021 -0.319
N -0.416 -1.629 -2.802
N 0.889 -1.220 -2.471
H -0.636 -2.897 -5.934
H 0.847 -2.997 -4.960
H 0.312 -1.435 -5.616
H -3.467 -2.155 -2.362
H 1.182 -0.537 -3.172
H 1.495 -2.035 -2.580
N 0.619 1.561 -0.310
C 0.445 2.949 0.326
C -1.020 3.224 0.656
C -1.337 3.158 2.151
C -0.836 1.906 2.849
N -1.186 0.632 2.070
H 1.591 1.512 -0.628
H 0.071 1.577 -1.173
H 0.845 3.654 -0.401
H 1.094 2.985 1.200
H -1.660 2.533 0.090
H -1.291 4.210 0.281
H -2.411 3.265 2.309
H -0.880 4.008 2.661
H -1.308 1.807 3.827
H 0.240 1.909 3.004
H -2.088 0.803 1.620
H -1.397 -0.094 2.752
*
```

Calculated values
Kohn-Sham gap (alpha / beta): 5.9 / 7.4 eV
LUMO level (alpha / beta): -17.209 / -15.929 eV
HOMO (alpha / beta): -23.09 / -23.30 eV



2 unconnected molecules or ions with the total composition C13H24NO3 at a distorted geometry, computed with ωB97M-V/def2-TZVPD.

The geometry in ORCA input format:
```
! wB97M-V def2-TZVPD RIJCOSX def2/J DEFGRID3
* xyz 0 2
C 3.586 -4.735 2.115
C 2.902 -3.771 1.528
C 1.664 -3.178 2.104
O 1.403 -2.005 2.070
O 0.848 -4.093 2.701
C -0.508 -4.084 2.247
H 3.312 -5.082 3.103
H 4.439 -5.182 1.624
H 3.246 -3.307 0.612
H -0.937 -3.085 2.318
H -1.055 -4.767 2.888
H -0.560 -4.439 1.216
C 0.107 0.840 1.050
C -0.533 0.441 -0.299
C 0.509 0.392 -1.427
C 0.949 1.758 -1.944
C -0.267 2.586 -2.349
C -1.278 2.743 -1.210
N -1.640 1.382 -0.680
O -2.535 0.815 -1.399
C -0.694 3.662 -0.128
C -2.549 3.416 -1.716
C -1.112 -0.959 -0.123
H -0.174 1.837 1.367
H -0.219 0.169 1.844
H 1.194 0.788 1.010
H 0.087 -0.173 -2.264
H 1.368 -0.178 -1.065
H 1.545 2.281 -1.192
H 1.599 1.621 -2.810
H 0.036 3.583 -2.680
H -0.761 2.105 -3.198
H -1.349 3.700 0.743
H -0.616 4.669 -0.537
H 0.302 3.375 0.200
H -2.976 2.889 -2.564
H -2.305 4.433 -2.026
H -3.301 3.465 -0.928
H -1.937 -0.949 0.590
H -0.317 -1.594 0.270
H -1.474 -1.375 -1.060
*
```

Calculated values
Kohn-Sham gap (alpha / beta): 8.5 / 9.7 eV
LUMO level (alpha / beta): 0.541 / 0.541 eV
HOMO (alpha / beta): -7.96 / -9.11 eV



Respective E values: -8041.393467 -4496.846912 -2497.022976 -1118.903480 -1313.074561 -790.118277 Ha.